--- one ---
The following is a quantum chemistry calculation of a 2-piece molecular cluster, C3H3F3O overall, from the OMol25 dataset.

Summary:
Kohn-Sham gap (spin up / spin down), eV: 11.284 / 5.999
HOMO energy (spin up / spin down), eV: -10.50 / -7.90
Spin multiplicity: 1
Total charge: 0

Geometry (Å):
C (-2.49, 1.26, -0.40)
C (1.40, 0.13, 0.27)
C (0.46, -0.89, -0.06)
O (-1.46, 0.61, -0.59)
F (-3.31, 0.97, 0.55)
F (0.47, -1.33, -1.32)
F (0.19, -1.96, 0.76)
H (1.07, 0.98, -0.47)
H (2.43, -0.13, 0.06)
H (1.23, 0.35, 1.23)

=====

--- two ---
The following is a quantum chemistry calculation of one molecule with the formula C3H3F3O, from the OMol25 dataset.

Summary:
Kohn-Sham gap (spin up / spin down), eV: 7.636 / 9.474
HOMO energy (spin up / spin down), eV: -8.40 / -9.48
Spin multiplicity: 1
Total charge: 0

Geometry (Å):
C (0.57, 0.49, -1.48)
C (0.81, -0.14, -0.07)
C (-1.40, -0.30, 1.49)
O (-0.28, -0.52, 0.56)
F (1.85, 0.43, 0.61)
F (-0.91, -0.14, 2.73)
F (0.30, -0.59, -2.27)
H (1.44, 0.97, -1.88)
H (-0.37, 1.11, -1.19)
H (-2.02, -1.30, 1.50)

=====

Relative energies, kJ/mol: one 0.0; two 75.7.

=====

--- one ---
The following is a quantum chemistry calculation of one molecule with the formula C4H10NP, from the OMol25 dataset.

Summary:
SMILES string: C=NP(C)CC
Kohn-Sham gap, eV: 10.156
HOMO energy, eV: -9.11
Spin multiplicity: 1
Total charge: 0

Geometry (Å):
C (2.26, 1.29, -0.27)
N (1.11, 1.06, 0.09)
P (0.50, -0.28, 0.87)
C (1.45, -1.55, -0.12)
C (-0.92, -0.15, -0.29)
C (-2.06, 0.35, 0.40)
H (2.53, 2.23, -0.78)
H (2.99, 0.40, -0.38)
H (2.57, -1.74, 0.28)
H (1.65, -1.17, -1.17)
H (1.04, -2.62, -0.01)
H (-0.54, 0.42, -1.14)
H (-1.17, -1.27, -0.50)
H (-1.87, 1.29, 0.94)
H (-2.98, 0.41, -0.28)
H (-2.50, -0.35, 1.10)

=====

--- two ---
The following is a quantum chemistry calculation of one molecule with the formula C4H10NP, from the OMol25 dataset.

Summary:
SMILES string: [H]/N=P/C(C)(C)C
Kohn-Sham gap, eV: 8.711
HOMO energy, eV: -8.90
Spin multiplicity: 1
Total charge: 0

Geometry (Å):
H (3.31, -1.20, -0.56)
N (2.33, -0.82, -0.55)
P (1.87, 0.57, 0.15)
C (0.09, 0.26, 0.00)
C (-0.83, 1.43, -0.38)
C (-0.50, -0.07, 1.35)
C (-0.19, -0.99, -0.82)
H (-0.67, 1.69, -1.46)
H (-1.90, 1.09, -0.18)
H (-0.72, 2.37, 0.23)
H (-0.07, -0.82, 1.97)
H (-0.55, 0.77, 2.08)
H (-1.55, -0.48, 1.10)
H (0.44, -1.81, -0.36)
H (-1.21, -1.26, -0.75)
H (0.15, -0.75, -1.82)

=====

--- three ---
The following is a quantum chemistry calculation of one molecule with the formula C4H10NP, from the OMol25 dataset.

Summary:
SMILES string: CC/N=P/CC
Kohn-Sham gap, eV: 8.472
HOMO energy, eV: -8.23
Spin multiplicity: 1
Total charge: 0

Geometry (Å):
C (2.65, -0.30, 0.60)
C (1.73, 0.91, -0.03)
N (0.25, 0.72, -0.33)
P (-0.86, 1.46, -1.11)
C (-2.37, 0.35, -0.50)
C (-2.05, -1.09, -0.07)
H (3.37, 0.29, 1.18)
H (3.11, -0.88, -0.14)
H (2.04, -1.00, 1.39)
H (2.34, 1.20, -0.95)
H (1.74, 1.73, 0.67)
H (-2.85, 0.94, 0.31)
H (-3.10, 0.24, -1.24)
H (-1.59, -1.07, 0.98)
H (-2.94, -1.79, -0.02)
H (-1.47, -1.72, -0.73)

=====

Relative energies, kJ/mol: one 21.3; two 0.0; three 47.4.